{
  "formula": "C5H5ClN2",
  "method": "ωB97M-V/def2-TZVPD",
  "symbols": ["C", "C", "C", "C", "C", "N", "N", "Cl", "H", "H", "H", "H", "H"],
  "coordinates": [[0.68840, -0.45502, -1.17392], [-0.51579, -1.05738, -1.27428], [1.37987, 0.17411, -0.07291], [-1.83819, -0.61615, 0.58888], [0.82050, 1.65163, 1.83595], [-1.35820, -1.38914, -0.26733], [0.97724, 1.02626, 0.78587], [0.99440, 3.33710, 1.90724], [1.32580, -0.55803, -2.04493], [-0.79439, -1.52435, -2.21109], [2.44996, -0.02941, -0.06421], [-2.40853, -1.02922, 1.40926], [-1.72105, 0.46960, 0.58148]],
  "mulliken_charge": [-0.46, -0.14, -0.06, -0.27, 0.07, -0.42, -0.15, -0.11, 0.29, 0.36, 0.35, 0.27, 0.27],
  "e_above_lowest_kcal_mol": 78.6,
  "e_tot_ha": -763.087501,
  "e_homo_ev": [-7.934, -7.935],
  "fmax_ev_per_a": 1.200
}

{
  "formula": "C28H24BrN6O2Pd",
  "method": "ωB97M-V/def2-TZVPD",
  "symbols": ["Pd", "C", "C", "C", "C", "C", "C", "N", "C", "C", "C", "C", "C", "N", "C", "C", "C", "C", "C", "C", "N", "H", "H", "H", "H", "H", "H", "H", "H", "H", "H", "H", "H", "H", "H", "H", "Br", "C", "C", "C", "C", "C", "C", "C", "O", "O", "H", "H", "H", "H", "N", "C", "C", "N", "C", "C", "N", "H", "H", "H", "H", "H"],
  "coordinates": [[0.24561, 0.08476, -0.17589], [-0.17347, -2.27970, -2.64842], [-0.88511, -2.59947, -1.36973], [-1.64486, -3.74260, -1.29303], [-2.30917, -4.06832, -0.09480], [-2.13928, -3.25684, 0.98582], [-1.33363, -2.10549, 0.88241], [-0.74891, -1.75257, -0.31469], [-1.01788, -1.25597, 1.98238], [-1.45876, -1.39003, 3.27097], [-1.07131, -0.46598, 4.26751], [-0.28112, 0.62301, 3.89285], [0.15081, 0.77449, 2.59039], [-0.14527, -0.22461, 1.65795], [0.87408, 1.85743, 2.04838], [1.36417, 2.94605, 2.81039], [2.10881, 3.91292, 2.21558], [2.39248, 3.79800, 0.83569], [1.89218, 2.74358, 0.11422], [2.20551, 2.64768, -1.34372], [1.11842, 1.77440, 0.68156], [-0.16156, -3.15847, -3.29266], [0.84611, -1.94732, -2.45873], [-0.66813, -1.46626, -3.17731], [-1.71830, -4.38130, -2.16257], [-2.92758, -4.95497, -0.02953], [-2.60952, -3.48275, 1.93223], [-2.12345, -2.20475, 3.52837], [-1.41294, -0.57678, 5.28665], [-0.02708, 1.37629, 4.62878], [1.13852, 2.98761, 3.86709], [2.48595, 4.75101, 2.78883], [3.00378, 4.53260, 0.32993], [3.01056, 3.33686, -1.59771], [1.32320, 2.91192, -1.92642], [2.48973, 1.63513, -1.61976], [2.49600, -0.07787, -4.30579], [0.88510, 0.54293, -5.10424], [0.83409, 0.44666, -6.49078], [-0.28060, 0.89392, -7.17903], [-1.33889, 1.45365, -6.47785], [-1.26915, 1.55181, -5.09990], [-0.16789, 1.09045, -4.37779], [-0.27010, 1.20241, -2.85728], [-1.01065, 2.07209, -2.40831], [0.48151, 0.40396, -2.21566], [1.67461, 0.02037, -7.02104], [-0.31538, 0.80711, -8.25794], [-2.21357, 1.81503, -7.00411], [-2.06771, 1.99776, -4.52241], [-3.73940, 3.67008, 2.03641], [-3.72191, 2.69082, 1.05476], [-2.88513, 1.57135, 1.16997], [-2.81837, 0.65813, 0.22545], [-3.57315, 0.85049, -0.85852], [-4.40613, 1.94324, -0.96182], [-4.50001, 2.86925, -0.00326], [-3.44450, 3.37831, 2.95327], [-4.56580, 4.24517, 2.02352], [-2.25268, 1.43075, 2.04315], [-3.49036, 0.12008, -1.65438], [-5.02625, 2.09195, -1.83890]],
  "mulliken_charge": [0.69, -0.93, 0.68, -0.70, -0.65, -0.80, 0.72, 0.10, -0.01, -0.32, -1.24, -0.29, -0.62, -0.33, 1.01, -0.94, -0.51, -0.73, 0.92, -1.29, 0.04, 0.44, 0.16, 0.04, 0.37, 0.39, 0.30, 0.35, 0.37, 0.34, 0.25, 0.39, 0.35, 0.42, 0.11, 0.20, -0.19, 0.41, -0.66, -0.44, -0.67, -0.58, 0.36, 0.75, -0.67, -0.31, 0.39, 0.36, 0.37, 0.46, -0.49, 0.48, 0.26, 0.06, -0.34, -0.38, -0.71, 0.24, 0.27, -0.09, 0.44, 0.38],
  "e_tot_ha": -4262.402515,
  "e_homo_ev": -1.546,
  "charge": -1,
  "fmax_ev_per_a": 0.684
}

{
  "formula": "C32H36N9OPd",
  "method": "ωB97M-V/def2-TZVPD",
  "symbols": ["Pd", "C", "N", "C", "C", "C", "C", "C", "C", "N", "C", "C", "C", "C", "C", "C", "N", "C", "C", "C", "C", "C", "N", "H", "H", "H", "H", "H", "H", "H", "H", "H", "H", "H", "H", "H", "H", "H", "H", "H", "H", "C", "C", "C", "O", "H", "H", "H", "H", "H", "H", "H", "C", "C", "N", "C", "C", "N", "C", "N", "N", "N", "C", "C", "C", "C", "C", "C", "H", "H", "H", "H", "H", "H", "H", "H", "H", "H", "H"],
  "coordinates": [[-0.78478, 0.36960, 0.99047], [1.60923, 0.99294, 2.61885], [0.22735, 0.57032, 2.93650], [-0.48992, 1.60737, 3.70101], [-1.95188, 1.31634, 3.64336], [-2.85624, 1.67379, 4.62356], [-4.20606, 1.42285, 4.41390], [-4.60898, 0.80420, 3.23911], [-3.64783, 0.45756, 2.30909], [-2.35293, 0.71437, 2.51534], [0.19565, -0.77064, 3.59042], [-0.42160, -1.89629, 2.78919], [-0.43252, -3.17341, 3.32196], [-1.09710, -4.18488, 2.64845], [-1.76208, -3.88254, 1.46985], [-1.70053, -2.59024, 0.99050], [-1.01780, -1.62811, 1.62436], [2.18265, 0.05923, 1.61535], [3.50899, -0.32708, 1.56826], [3.92023, -1.17721, 0.55000], [2.98884, -1.63007, -0.37697], [1.67597, -1.21533, -0.26126], [1.29143, -0.38300, 0.71231], [2.20934, 1.05483, 3.53090], [1.55751, 2.00043, 2.19579], [-0.29606, 2.56748, 3.21680], [-0.11993, 1.66857, 4.72785], [-2.50887, 2.14485, 5.53343], [-4.93436, 1.70114, 5.16425], [-5.64865, 0.58130, 3.04515], [-3.90738, -0.06014, 1.39619], [-0.35898, -0.68910, 4.52696], [1.21614, -1.05361, 3.85534], [0.05971, -3.36657, 4.26668], [-1.11574, -5.18954, 3.04977], [-2.32378, -4.62994, 0.92773], [-2.22170, -2.31005, 0.09274], [4.20490, 0.03599, 2.31247], [4.95428, -1.48997, 0.48621], [3.26854, -2.29210, -1.18494], [0.91850, -1.55720, -0.95372], [-2.71642, 4.07514, 0.51450], [-2.13986, 2.90568, -0.27406], [-3.20238, 2.06559, -0.95372], [-1.24990, 2.22723, 0.62411], [-3.29244, 4.70418, -0.16394], [-1.92548, 4.67389, 0.96103], [-3.38486, 3.70850, 1.29602], [-1.46095, 3.32012, -1.03372], [-3.85798, 1.59727, -0.21703], [-2.79481, 1.30690, -1.61548], [-3.82131, 2.73066, -1.55538], [0.93395, 1.99457, -1.43244], [0.01578, 0.89359, -1.82868], [-0.79855, 0.16443, -1.04885], [-1.42835, -0.76711, -1.85641], [-0.97413, -0.61228, -3.11853], [-0.07927, 0.43131, -3.08305], [0.69179, 0.86557, -4.27983], [1.38162, -0.23822, -4.83024], [0.71741, -1.08577, -5.67836], [1.44970, -2.08479, -5.92675], [2.64641, -1.95196, -5.24317], [3.76878, -2.78138, -5.21565], [4.82836, -2.36979, -4.43677], [4.78272, -1.16365, -3.71011], [3.67788, -0.33540, -3.72774], [2.60902, -0.76291, -4.51687], [0.79726, 2.26518, -0.39052], [0.75278, 2.88727, -2.03137], [1.97440, 1.69434, -1.58126], [-2.15808, -1.46848, -1.50649], [-1.21014, -1.12446, -4.03778], [1.39345, 1.63799, -3.97682], [-0.01295, 1.26468, -5.00633], [3.80072, -3.69313, -5.79566], [5.72819, -2.96784, -4.39797], [5.65783, -0.86397, -3.14742], [3.67629, 0.61096, -3.20050]],
  "mulliken_charge": [-0.99, -1.27, 0.53, -1.18, 0.63, -1.05, -0.47, -1.17, -0.56, 1.42, -1.34, 0.92, -1.13, -0.51, -1.13, -0.34, 1.31, 0.57, -1.00, -0.70, -0.95, -0.49, 1.40, 0.54, 0.47, 0.44, 0.58, 0.57, 0.50, 0.52, 0.64, 0.69, 0.66, 0.57, 0.48, 0.52, 0.25, 0.61, 0.49, 0.65, 0.51, -1.49, 0.68, -1.10, -0.49, 0.45, 0.38, 0.31, 0.18, 0.15, 0.17, 0.51, -2.19, 1.33, 1.84, -1.51, -0.65, 0.22, -1.38, 0.68, -0.54, -0.49, 0.29, -0.69, -0.58, -0.76, -0.65, 1.27, 0.15, 0.74, 0.17, 0.50, 0.68, 0.66, 0.22, 0.48, 0.43, 0.49, 0.38],
  "e_above_lowest_kcal_mol": 46.3,
  "e_tot_ha": -1935.894823,
  "e_homo_ev": [-15.572, -15.572],
  "charge": 3,
  "fmax_ev_per_a": 1.989
}

{
  "formula": "C33H46FHfN2O2SeSi",
  "method": "ωB97M-V/def2-TZVPD",
  "symbols": ["Hf", "C", "C", "C", "C", "C", "C", "C", "C", "C", "C", "C", "C", "N", "C", "C", "C", "C", "C", "C", "F", "H", "H", "H", "H", "H", "H", "H", "H", "H", "H", "H", "H", "H", "H", "H", "H", "H", "H", "H", "H", "H", "C", "O", "C", "C", "O", "C", "H", "H", "H", "H", "H", "H", "H", "H", "H", "H", "C", "C", "C", "C", "C", "C", "C", "C", "N", "H", "H", "H", "H", "H", "H", "C", "Si", "C", "C", "Se", "H", "H", "H", "H", "H", "H", "H", "H", "H"],
  "coordinates": [[0.11005, 0.68810, -1.32188], [-0.10576, -2.64713, 2.41414], [0.67412, -1.32858, 2.44233], [1.68952, -1.33185, 3.57387], [-0.26818, -0.14131, 2.55705], [-1.14363, -0.18280, 3.64420], [-2.04531, 0.82690, 3.92111], [-1.98274, 1.97520, 3.15792], [-1.03933, 2.15303, 2.14591], [-0.97904, 3.60448, 1.65133], [0.45829, 4.17869, 1.55604], [-1.80619, 3.88793, 0.38495], [-0.23424, 1.02567, 1.76664], [0.67153, 1.07609, 0.62653], [2.07100, 1.24954, 0.98246], [2.44614, 1.56974, 2.27298], [3.78841, 1.74846, 2.58269], [4.74418, 1.74577, 1.57067], [4.40093, 1.42998, 0.25149], [3.08025, 1.14786, 0.02988], [2.66357, 0.85863, -1.27703], [0.59995, -3.47936, 2.44912], [-0.69620, -2.73980, 1.49996], [-0.78064, -2.69642, 3.27944], [1.23724, -1.27234, 1.48976], [1.15080, -1.54540, 4.49934], [2.22726, -0.40553, 3.65517], [2.44150, -2.11574, 3.43243], [-1.14819, -1.04959, 4.29488], [-2.70136, 0.78772, 4.75916], [-2.63807, 2.81237, 3.37411], [-1.46616, 4.19314, 2.43652], [1.05591, 3.65780, 0.81575], [0.95955, 4.07134, 2.48923], [0.39979, 5.24610, 1.31168], [-1.30282, 3.47917, -0.49342], [-1.87465, 4.97647, 0.27634], [-2.81745, 3.49699, 0.47507], [1.67749, 1.66968, 3.06204], [4.04820, 1.94795, 3.61928], [5.78975, 1.90928, 1.81609], [5.13537, 1.40824, -0.53424], [-0.14721, 0.00617, -4.79304], [-0.06428, 0.99457, -3.74050], [0.16365, 2.33914, -4.20218], [-0.30112, 3.18777, -3.06999], [0.50901, 2.84029, -1.91625], [1.62131, 3.72706, -1.65887], [0.84715, -0.11922, -5.23144], [-0.84042, 0.34182, -5.53533], [-0.51019, -0.93068, -4.35241], [-0.42948, 2.55009, -5.09572], [1.20776, 2.49887, -4.43338], [-1.35008, 2.99798, -2.81384], [-0.16209, 4.23495, -3.27737], [1.22644, 4.67611, -1.26864], [2.23492, 3.83576, -2.54990], [2.19306, 3.28895, -0.87666], [-2.12234, 0.66817, -1.24776], [-2.69827, -0.56283, -0.54618], [-3.05186, -0.47690, 0.78846], [-3.42268, -1.62824, 1.48519], [-3.43013, -2.86168, 0.85549], [-3.15712, -2.92222, -0.53106], [-2.78384, -1.77864, -1.20842], [-3.59111, -4.05917, 1.63256], [-3.66597, -4.99136, 2.29348], [-2.40945, 1.58196, -0.70554], [-2.48292, 0.74512, -2.28012], [-3.00713, 0.46263, 1.36163], [-3.64995, -1.53615, 2.53283], [-3.20842, -3.88286, -1.00950], [-2.54558, -1.85904, -2.24407], [-0.62898, -4.34440, -3.29642], [0.74920, -3.91780, -2.08489], [0.38115, -4.83389, -0.47681], [2.51580, -4.37027, -2.60502], [0.85345, -1.78237, -1.71514], [-0.56185, -5.44001, -3.44966], [-0.54286, -3.84994, -4.27130], [-1.62174, -4.15107, -2.85964], [0.39113, -5.91929, -0.69650], [-0.65448, -4.62468, -0.13413], [1.07624, -4.60136, 0.34446], [2.55723, -5.44366, -2.64331], [3.23281, -4.04420, -1.84986], [2.79044, -3.93195, -3.56425]],
  "mulliken_charge": [0.08, -1.06, 0.91, -1.68, 1.61, -0.98, -1.55, -1.24, 0.71, 0.24, -1.61, -1.61, 0.33, 1.77, 1.69, -1.28, -0.87, -0.78, -0.77, -0.48, -0.34, 0.53, -0.14, 0.27, -0.26, 0.34, 0.34, 0.44, 0.40, 0.49, 0.44, 0.77, 0.13, 0.40, 0.49, 0.16, 0.56, 0.34, 0.83, 0.51, 0.41, 0.58, -0.78, -0.33, -0.53, -0.79, -0.04, -1.09, 0.27, 0.43, 0.09, 0.55, 0.37, 0.26, 0.55, 0.41, 0.36, 0.14, -1.20, 0.48, -0.12, -0.60, -0.13, -0.73, -0.50, -0.04, -0.52, 0.34, 0.74, 0.46, 0.54, 0.58, 0.51, -0.98, 0.62, -0.72, -1.15, -0.20, 0.40, 0.34, 0.20, 0.47, 0.08, 0.19, 0.38, 0.31, 0.30],
  "e_above_lowest_kcal_mol": 0.0,
  "e_tot_ha": -4383.732608,
  "e_homo_ev": -10.819,
  "charge": 1,
  "fmax_ev_per_a": 3.073
}

> Which formula does entry 2 have?

C28H24BrN6O2Pd